ORCA calculation (ωB97M-V with the def2-TZVPD basis set) on an isolated molecule of C5H12O2.

Geometry as XYZ:
```
19
Properties=species:S:1:pos:R:3
C 2.410 -0.215 0.733
C 1.238 0.203 -0.150
C 0.037 -0.731 -0.027
O -0.386 -0.683 1.336
C -1.124 -0.385 -0.974
C -2.030 0.742 -0.474
O -1.347 1.941 -0.170
H 3.228 0.509 0.659
H 2.099 -0.278 1.780
H 2.800 -1.195 0.434
H 1.543 0.226 -1.203
H 0.927 1.223 0.094
H 0.387 -1.751 -0.263
H -1.040 -1.381 1.471
H -1.759 -1.273 -1.115
H -0.718 -0.131 -1.961
H -2.595 0.396 0.402
H -2.759 0.991 -1.252
H -0.910 1.793 0.679
```

Calculated values
energy relative to the best compared isomer or geometry (same formula, charge and spin) = 76.8 kJ/mol
total charge = 0
SMILES = CC[C@@H](O)CCO
frontier orbital gap = 0.395 Eh
DFT total energy = -348.175572 a.u.
strongest force on any atom = 0.4 eV Å⁻¹
HOMO = -0.367 Ha

Listed below, in e, are the Löwdin charges computed for each atom: -0.100 -0.214 -0.400 -0.042 -0.134 -0.268 -0.067 0.071 0.071 0.075 0.120 0.102 0.143 0.102 0.116 0.118 0.113 0.117 0.077